(1)
The following is a quantum chemistry calculation of C35H42AuN3O4S as an isolated structure, from the OMol25 dataset.

Geometry (Å):
C  1.380  4.657  3.145
C  -1.275  4.047  0.871
H  1.412  5.454  3.893
C  -0.940  -3.960  0.004
H  1.063  2.053  2.415
C  -1.230  5.172  1.910
C  -1.114  4.572  3.311
C  -4.048  1.061  -0.735
C  -0.171  1.125  -2.271
H  -3.200  1.740  -0.704
H  -5.046  -1.262  4.469
H  -0.377  -4.171  0.913
H  -1.422  4.479  -0.116
C  -0.191  3.507  -2.113
N  -0.015  2.118  -0.072
H  -1.274  5.501  -3.758
H  -1.107  5.363  4.067
C  -3.072  -1.439  3.669
H  -1.903  -3.517  0.256
H  -2.687  -2.028  4.493
H  -2.122  3.376  1.055
O  -4.613  0.852  0.568
C  -0.410  4.953  -4.137
C  1.254  4.120  0.703
C  -0.274  1.195  -3.649
H  2.135  5.892  1.546
C  -0.311  3.592  -3.496
C  -0.345  2.440  -4.267
H  -0.143  0.134  -1.828
H  1.911  -3.996  -0.433
C  -4.378  -1.012  3.657
H  0.253  3.293  4.384
C  5.981  -1.056  1.043
H  -2.150  5.759  1.838
H  -0.423  2.508  -5.346
N  0.103  -1.313  1.906
H  -1.082  -4.862  -0.591
C  -0.297  -0.077  -4.455
H  -1.980  3.932  3.512
C  4.627  -0.846  0.835
H  -1.012  -0.791  -4.047
H  5.845  -2.529  4.089
H  2.306  4.081  3.236
H  -0.568  -2.135  3.620
H  -0.713  1.985  2.545
O  -1.922  0.012  0.477
H  0.681  -0.564  -4.438
C  1.372  -3.775  -1.355
C  0.173  3.752  3.395
C  5.503  -2.062  3.175
C  3.707  -1.257  1.795
O  1.988  0.007  0.783
H  1.038  -4.688  -1.847
C  2.265  -0.995  1.581
H  6.696  -0.747  0.292
C  6.420  -1.657  2.215
C  -0.840  -1.563  2.735
H  0.005  6.899  2.344
H  7.479  -1.801  2.385
H  -0.166  4.435  -1.565
H  -0.553  0.125  -5.496
H  -0.101  6.505  0.628
C  0.142  2.643  2.339
S  -0.051  -2.755  -0.979
C  1.272  5.249  1.740
H  -0.511  4.872  -5.218
O  -0.809  -2.577  -2.248
C  -0.019  6.070  1.629
H  4.274  -0.355  -0.061
H  -5.863  0.099  2.556
H  -4.858  1.503  -1.311
C  -0.116  2.269  -1.451
H  -3.742  0.121  -1.191
C  -2.670  -0.314  1.530
C  4.147  -1.867  2.966
Au  0.011  0.264  0.661
C  -4.021  0.100  1.525
C  -2.210  -1.101  2.613
H  1.256  4.550  -0.296
H  2.007  -3.197  -2.024
C  -4.839  -0.252  2.587
H  0.477  5.554  -3.925
N  1.394  -1.769  2.168
C  0.023  3.215  0.910
H  2.154  3.502  0.785
H  3.421  -2.175  3.706

Force components x, y, z for each atom (eV/Å):
C -0.004 -0.006 -0.003
C 0.039 0.036 0.024
H 0.004 -0.002 0.002
C 0.002 -0.063 0.046
H -0.014 -0.017 0.005
C -0.005 0.003 -0.021
C 0.000 -0.009 -0.006
C -0.028 -0.029 0.023
C 0.020 -0.007 0.056
H 0.012 -0.008 -0.001
H 0.000 0.006 -0.002
H 0.008 -0.006 -0.013
H -0.069 -0.035 0.001
C -0.021 -0.012 -0.048
N 0.105 -0.066 -0.647
H 0.000 0.001 0.000
H 0.004 0.000 -0.002
C -0.035 0.050 -0.003
H 0.002 0.004 -0.005
H -0.009 -0.014 -0.009
H 0.011 0.000 0.043
O 0.047 0.091 0.023
C 0.018 -0.012 -0.016
C -0.024 0.048 0.074
C 0.015 -0.024 -0.019
H -0.009 0.018 0.002
C 0.014 0.027 0.018
C 0.011 0.006 0.002
H -0.006 -0.003 -0.009
H -0.007 0.004 -0.005
C 0.011 -0.010 0.024
H 0.007 -0.023 -0.009
C 0.003 -0.010 0.003
H 0.008 0.016 -0.012
H -0.027 0.000 0.003
N 0.285 0.120 0.231
H -0.038 0.004 0.016
C -0.060 0.016 -0.036
H -0.004 0.012 0.017
C 0.002 0.042 0.004
H 0.043 0.006 0.013
H 0.000 0.010 0.003
H 0.000 0.007 0.011
H -0.051 -0.161 -0.093
H -0.006 0.011 0.006
O -0.380 0.519 0.051
H 0.001 0.003 -0.002
C 0.027 -0.094 0.031
C -0.002 0.019 -0.009
C -0.004 -0.021 -0.003
C -0.018 0.069 0.059
O 0.201 0.247 0.161
H 0.021 0.008 -0.012
C -0.020 -0.171 -0.161
H -0.003 0.018 0.006
C -0.004 0.000 -0.002
C -0.221 -0.067 -0.070
H -0.001 0.006 -0.006
H -0.003 -0.022 -0.015
H -0.008 0.000 -0.018
H 0.009 0.016 0.000
H 0.000 0.008 0.003
C 0.006 -0.041 -0.047
S -0.013 0.219 -0.273
C 0.010 0.017 -0.021
H 0.001 0.000 0.003
O 0.044 -0.112 0.133
C -0.001 -0.049 0.020
H -0.001 -0.010 -0.003
H -0.002 -0.015 0.000
H -0.001 0.000 -0.002
C -0.080 0.035 0.216
H 0.005 -0.005 -0.003
C 0.204 -0.139 -0.132
C 0.003 -0.056 -0.021
Au -0.041 -0.524 0.575
C -0.049 -0.090 0.020
C 0.145 0.055 0.028
H 0.046 -0.028 -0.006
H -0.006 0.002 -0.003
C 0.001 0.006 -0.021
H 0.000 -0.004 0.004
N -0.066 0.198 -0.065
C -0.053 -0.009 -0.123
H -0.008 -0.008 0.017
H 0.002 0.001 -0.002

The calculation puts the frontier orbital gap at 6.092 eV. The energy above the lowest of the compared OMol25 structures with the same formula, charge and spin is 10.5 kcal per mole. The value obtained for the HOMO energy is -0.2533 hartree. The calculation puts the LUMO energy at -0.0294 Eh. As for the total charge: 0.

Results of the Mulliken charge analysis, in e, for atoms 1 through 6: number 1, C, carries -1.520; number 2, C, carries -1.221; number 3, H, carries 0.532; number 4, C, carries -1.249; number 5, H, carries 0.405; number 6, C, carries 0.286

(2)
The following is a quantum chemistry calculation of C35H42BrF4O3PSSiY as an isolated structure, from the OMol25 dataset.

Geometry (Å):
C  -3.716  0.958  4.445
H  4.020  -0.353  -0.275
H  -4.688  0.482  4.422
H  0.015  -4.444  1.376
C  5.207  0.060  3.616
H  -0.606  -2.654  -3.116
Br  -1.077  2.888  -1.530
H  1.422  1.796  0.491
C  0.325  -3.613  4.727
C  -3.835  5.606  -0.208
C  -2.307  -0.927  -0.818
C  -2.982  4.530  1.754
H  2.752  0.254  4.852
C  -1.828  1.786  5.685
H  3.493  -3.994  -0.976
C  -2.205  3.877  -0.386
S  0.298  -0.340  2.778
H  -0.227  2.626  4.534
C  -0.357  -4.172  2.369
O  3.357  -1.026  2.624
C  1.536  -5.386  3.455
C  2.770  -3.584  -0.267
H  1.792  -4.032  -0.467
C  -3.099  1.342  3.264
H  0.882  -6.155  3.874
C  3.275  -0.692  5.021
F  -2.982  4.504  3.085
H  5.881  0.113  4.475
F  -4.618  6.504  -0.771
C  4.166  -1.021  3.830
C  3.007  4.256  2.157
H  -1.471  -0.167  -2.766
H  2.527  -1.478  5.175
H  -0.135  -2.623  4.685
H  4.548  -1.729  0.699
O  1.773  -1.529  0.590
Y  -0.397  -0.174  0.302
H  4.731  -1.775  -1.064
H  5.799  -0.157  2.723
H  -0.413  -4.322  5.107
Si  1.904  -1.623  2.277
H  -2.876  -2.594  0.566
C  2.828  3.164  1.316
H  -1.446  -4.148  -1.049
C  -1.588  -0.988  -2.071
H  1.166  -3.586  5.425
C  4.817  -2.387  3.987
F  -3.031  4.976  -2.304
C  -1.211  2.177  4.505
H  2.066  5.668  3.472
C  0.658  4.256  2.687
H  2.840  -1.917  -2.553
C  1.925  4.806  2.831
H  -1.326  1.949  6.632
H  3.667  2.746  0.773
H  3.080  -3.868  0.742
C  -3.810  5.470  1.163
C  -3.077  1.182  5.658
C  -1.619  -3.087  -1.172
H  1.967  -0.597  -1.793
C  -3.017  4.811  -0.987
H  3.875  -0.606  5.929
H  4.721  1.031  3.490
H  -0.185  4.690  3.214
H  -3.595  1.161  2.315
H  3.994  4.687  2.276
H  1.872  -5.712  2.468
C  -2.174  3.692  1.001
C  -2.346  -2.275  -0.321
H  4.055  -3.167  4.041
H  -3.553  0.883  6.585
P  -1.138  2.334  1.668
H  -0.899  -3.229  2.302
F  -4.567  6.250  1.913
O  1.779  -3.124  2.853
C  -1.851  1.964  3.293
C  2.712  -2.074  -0.416
C  -1.171  -2.291  -2.266
H  5.415  -2.415  4.901
C  2.140  -1.679  -1.753
H  5.474  -2.597  3.139
H  -1.056  -4.943  2.701
H  -3.138  -0.241  -0.680
C  1.562  2.624  1.178
C  0.795  -4.062  3.355
C  0.473  3.144  1.871
H  1.209  -2.199  -1.943
C  4.088  -1.445  -0.246
H  2.409  -5.280  4.103

Force components x, y, z for each atom (eV/Å):
C 0.065 0.031 -0.016
H 0.007 -0.070 0.004
H 0.023 0.016 -0.017
H -0.034 0.035 0.089
C 0.051 0.115 -0.029
H -0.059 0.044 0.097
Br 0.148 -0.285 -0.214
H 0.122 -0.147 -0.056
C -0.032 0.067 0.078
C -0.110 0.137 -0.015
C -1.374 -0.229 -0.725
C 0.088 -0.020 0.068
H 0.062 -0.079 0.031
C 0.004 -0.005 0.001
H -0.063 0.012 0.017
C 0.069 -0.135 0.166
S -0.149 -0.403 0.167
H -0.008 -0.013 0.016
C -0.003 -0.052 -0.020
O 0.224 0.048 0.007
C 0.008 -0.105 0.006
C -0.028 -0.077 0.046
H 0.062 0.038 0.027
C -0.033 -0.001 0.075
H 0.065 0.054 -0.044
C -0.103 -0.003 -0.015
F 0.049 -0.084 0.039
H -0.047 0.002 -0.068
F -0.067 0.075 -0.042
C -0.194 -0.048 0.042
C 0.016 0.011 -0.001
H -0.056 -0.031 -0.026
H 0.088 0.085 0.003
H 0.017 -0.034 -0.024
H -0.010 0.012 -0.068
O -0.358 0.228 -0.338
Y 1.377 -0.871 -0.010
H -0.042 0.023 0.031
H -0.025 0.024 0.057
H 0.047 0.052 0.013
Si -0.613 0.189 0.075
H 0.024 0.003 -0.005
C 0.030 0.053 0.000
H -0.009 0.094 -0.007
C -0.089 0.432 0.237
H -0.070 0.011 -0.050
C 0.002 -0.070 -0.034
F 0.007 -0.015 0.018
C 0.048 -0.007 0.041
H -0.004 -0.035 -0.026
C 0.023 0.077 0.046
H -0.015 -0.005 -0.012
C -0.018 0.006 0.000
H -0.017 0.002 -0.045
H -0.050 0.011 0.030
H 0.012 0.031 -0.082
C -0.070 0.076 0.053
C -0.006 0.013 -0.018
C 0.274 0.092 -0.078
H 0.026 0.080 -0.027
C 0.075 -0.040 -0.184
H -0.036 -0.015 -0.026
H 0.051 -0.063 0.009
H 0.045 -0.012 -0.011
H -0.021 -0.013 0.010
H -0.049 -0.017 -0.001
H -0.021 0.015 0.068
C -0.038 -0.177 -0.225
C 0.171 0.292 0.410
H 0.060 0.044 0.015
H 0.020 0.007 -0.050
P 0.137 0.126 0.207
H -0.036 0.079 -0.013
F -0.057 0.050 0.070
O 0.105 0.128 -0.048
C -0.136 -0.001 -0.093
C 0.192 0.042 0.201
C 0.263 -0.195 0.210
H -0.024 0.004 -0.064
C -0.042 0.029 -0.156
H -0.045 0.007 0.055
H 0.036 0.048 -0.044
H 0.091 0.157 0.174
C -0.029 0.122 0.063
C 0.168 -0.069 -0.170
C -0.060 -0.005 0.060
H -0.069 -0.010 -0.034
C 0.024 0.032 0.127
H -0.056 -0.019 -0.033

The calculation puts the frontier orbital gap at 7.995 eV. The energy above the lowest of the compared OMol25 structures with the same formula, charge and spin is 45.9 kcal per mole. The value obtained for the HOMO energy is -0.4094 hartree. The calculation puts the LUMO energy at -0.1156 Eh. As for the total charge: +1.

Results of the Mulliken charge analysis, in e, for atoms 1 through 6: number 1, C, carries -0.868; number 2, H, carries 0.292; number 3, H, carries 0.461; number 4, H, carries 0.215; number 5, C, carries -1.712; number 6, H, carries 0.666

(3)
The following is a quantum chemistry calculation of C35H42CeCl2N2O4P as an isolated structure, from the OMol25 dataset.

Geometry (Å):
H  1.552  4.782  5.213
O  -1.692  -1.196  0.021
H  1.706  4.862  2.739
H  0.331  -3.780  -3.011
Cl  -1.512  1.892  -0.112
H  0.852  6.959  -3.355
H  4.046  -2.280  -1.973
H  1.487  5.705  -5.393
H  1.481  3.238  -5.379
C  -2.193  -1.953  4.295
C  1.581  -1.873  -1.966
H  1.729  1.232  -3.885
C  -2.929  -1.083  0.008
H  -5.224  -0.351  0.709
C  1.526  3.919  3.234
H  -2.258  -3.208  1.140
H  -4.175  -1.250  4.768
C  2.080  -1.317  2.577
C  -3.307  -3.061  1.368
H  -3.886  -3.892  0.965
N  -3.742  -1.811  0.779
H  3.163  -0.129  4.030
C  -0.366  0.980  -4.087
H  1.418  2.796  1.402
C  0.529  3.792  -2.193
C  0.520  5.179  -2.196
C  1.210  3.785  -4.484
H  4.816  -1.880  4.526
C  2.019  -2.556  1.925
P  0.812  -0.035  2.204
H  -2.677  0.184  -5.244
H  -5.273  -1.382  2.144
C  -5.087  -1.366  1.069
C  1.127  1.529  3.129
H  4.705  -4.068  3.365
C  2.966  -3.544  2.206
C  0.832  1.565  -3.351
O  0.353  -1.718  -1.850
H  -0.400  -1.104  -3.632
C  1.439  3.876  4.631
C  3.585  -3.185  -2.351
H  -5.819  -2.011  0.583
H  -1.805  1.378  2.380
H  -3.583  1.332  -4.290
C  1.039  1.498  4.531
C  -3.110  0.147  3.526
C  4.038  -2.068  3.797
H  0.893  -0.628  -4.702
H  0.291  3.238  -1.297
C  -2.732  1.241  -4.969
H  3.875  -4.028  -1.725
C  1.367  2.748  2.481
C  -1.001  -1.684  3.614
H  2.270  -1.049  -1.787
H  -2.971  1.803  -5.867
C  -1.911  0.426  2.865
H  -3.442  -3.035  2.449
H  -2.300  -2.868  4.863
H  2.918  -4.499  1.699
Cl  -2.085  0.013  -2.851
H  -1.475  2.730  -3.996
C  -0.159  -0.450  -4.469
O  0.825  1.042  -2.053
C  3.974  -3.301  3.144
H  0.834  0.566  5.046
N  2.147  -3.022  -2.335
C  0.859  5.876  -3.348
H  1.238  -2.753  1.200
C  1.213  5.172  -4.492
C  -0.849  -0.490  2.891
C  1.344  -4.121  -2.825
H  -3.425  -0.369  -0.646
C  -3.251  -1.041  4.245
O  0.959  0.260  0.660
H  3.934  -3.371  -3.368
C  1.197  2.664  5.279
H  1.119  2.629  6.359
C  -1.474  1.691  -4.308
C  3.097  -1.075  3.512
Ce  -0.508  0.076  -1.155
H  -0.189  -2.392  3.692
H  -0.744  -0.757  -5.332
H  0.247  5.720  -1.298
H  1.751  -4.500  -3.761
C  0.860  3.076  -3.338
H  1.320  -4.931  -2.094
H  -3.920  0.864  3.504

Force components x, y, z for each atom (eV/Å):
H 0.006 0.011 -0.048
O -1.484 -2.874 1.508
H 0.003 0.025 -0.064
H -0.060 0.051 0.095
Cl -2.387 4.040 1.959
H 0.004 -0.007 0.000
H 0.153 0.070 0.081
H 0.008 -0.012 -0.010
H -0.008 0.000 -0.080
C 1.576 -0.033 -0.583
C 0.777 -1.149 -0.269
H 0.129 -0.146 0.150
C -1.800 -0.342 1.501
H 0.017 0.092 -0.007
C -0.190 -0.503 0.410
H 0.105 -0.018 0.085
H -0.023 -0.002 0.061
C -0.454 0.590 0.443
C 0.079 -0.006 0.393
H -0.130 0.035 -0.175
N 0.568 0.136 -0.543
H -0.085 0.098 -0.038
C 1.628 1.987 -2.644
H 0.003 -0.142 -0.047
C 0.132 -0.248 -0.009
C 0.028 0.133 -0.114
C 0.032 -0.062 -0.021
H -0.007 0.012 -0.016
C 0.388 -0.082 0.192
P -1.651 0.215 -0.337
H -0.088 0.230 -0.137
H 0.248 0.026 -0.028
C -0.403 -0.123 -0.400
C 0.443 -0.123 -0.165
H 0.002 -0.015 -0.004
C 0.015 0.509 0.267
C -0.389 0.874 -1.167
O 2.035 -3.903 -1.083
H 0.319 -0.140 -0.980
C -0.004 -0.300 -0.441
C 0.088 0.021 -0.142
H -0.077 -0.080 -0.022
H 0.042 0.173 -0.167
H 0.098 0.185 -0.173
C 0.073 0.409 -0.138
C 1.136 -0.013 -0.302
C -0.382 -0.022 -0.380
H 0.162 0.111 -0.280
H -0.051 0.161 0.043
C -0.340 -0.256 -0.703
H -0.014 0.028 0.069
C 0.025 0.101 0.531
C -1.278 -0.869 1.006
H 0.115 0.130 0.250
H 0.167 0.345 -0.164
C -1.610 0.820 0.521
H 0.117 0.050 -0.092
H 0.105 -0.060 0.032
H -0.023 -0.038 0.006
Cl -7.171 -3.709 2.350
H 0.048 0.034 0.104
C 0.925 -0.523 -0.523
O 4.434 2.541 -2.456
C -0.280 0.234 -0.133
H -0.078 -0.047 -0.098
N -0.433 0.764 -0.076
C -0.034 -0.084 0.081
H -0.085 0.061 -0.028
C -0.022 -0.074 -0.008
C 3.263 -0.389 -1.215
C -0.289 -0.280 0.110
H 0.009 0.311 0.259
C -0.991 0.197 0.076
O 0.110 -0.632 2.006
H -0.003 0.016 0.001
C 0.046 -0.059 -0.489
H 0.006 -0.010 -0.031
C 1.483 1.687 -1.958
C 0.136 -0.611 -0.140
Ce 0.808 0.085 4.375
H 0.124 -0.100 -0.028
H -0.149 -0.013 0.005
H 0.011 -0.043 -0.002
H 0.168 0.045 0.019
C 0.061 0.431 0.215
H -0.001 -0.040 -0.014
H 0.017 0.104 -0.037

The calculation puts the frontier orbital gap (spin up / spin down) at 3.187 / 7.274 eV. As for the expectation value of S²: 0.763. The value obtained for the HOMO energy (spin up / spin down) is -0.1162 / -0.2665 hartree. The calculation puts the LUMO energy (spin up / spin down) at 0.0009 / 0.0008 Eh. The spin multiplicity is 2. As for the total charge: 0.

Results of the Mulliken charge analysis, in e, for atoms 1 through 6: number 1, H, carries 0.383; number 2, O, carries 0.432; number 3, H, carries 0.426; number 4, H, carries 0.261; number 5, Cl, carries -0.415; number 6, H, carries 0.398

Question: The highest total charge belongs to which entry?
Answer: C35H42BrF4O3PSSiY

Question: The highest total charge belongs to which entry?
Answer: C35H42BrF4O3PSSiY